# 1
Molecular formula: C22H23F4N4O2Pd
Method: DFT, ωB97M-V/def2-TZVPD

The geometry in XYZ format:
```
56
Properties=species:S:1:pos:R:3:forces:R:3
Pd -0.368 0.384 0.664 -1.412 -0.514 0.504
C -0.130 0.920 3.753 -0.111 -0.057 -0.033
N 0.628 1.069 2.501 0.006 -0.079 -1.112
C 1.036 2.475 2.300 0.067 0.038 0.287
C 1.841 0.212 2.534 0.353 0.111 0.387
C 1.488 -1.191 2.161 -0.277 -0.293 -0.093
N 0.929 -1.084 0.833 0.055 -0.195 -1.043
C 1.042 -2.111 -0.091 0.106 0.436 0.382
C 1.134 -1.843 -1.466 0.424 0.072 0.101
F 1.140 -0.571 -1.896 -0.088 0.201 0.036
C 1.291 -2.840 -2.400 -0.055 0.000 -0.068
F 1.365 -2.500 -3.695 0.006 0.012 0.038
C 1.380 -4.164 -2.031 0.040 -0.194 -0.254
C 1.299 -4.454 -0.689 0.069 -0.121 0.116
F 1.368 -5.722 -0.276 -0.002 0.026 0.006
C 1.131 -3.460 0.257 -0.199 -0.111 0.117
F 1.004 -3.819 1.545 -0.004 -0.007 0.023
H 0.499 1.189 4.604 0.032 0.046 -0.003
H -0.459 -0.109 3.872 0.000 -0.027 -0.025
H -1.002 1.568 3.750 -0.017 -0.018 -0.029
H 1.796 2.762 3.033 -0.020 -0.033 0.035
H 0.181 3.132 2.421 -0.004 0.019 0.008
H 1.441 2.602 1.301 0.074 -0.036 -0.061
H 2.312 0.253 3.520 -0.058 0.182 0.088
H 2.539 0.599 1.795 0.022 0.043 -0.026
H 0.796 -1.637 2.885 0.059 -0.016 0.071
H 2.389 -1.804 2.166 0.067 -0.059 -0.050
H 1.533 -4.944 -2.766 -0.051 0.030 0.043
O -3.427 0.809 -5.530 0.036 -0.079 0.002
C -2.845 -0.424 -5.160 0.007 0.116 0.032
C -2.420 -0.345 -3.721 -0.058 0.026 -0.076
C -2.077 -1.490 -3.020 -0.040 -0.036 -0.070
C -1.665 -1.375 -1.710 -0.109 -0.155 0.292
N -1.584 -0.205 -1.080 0.901 0.291 0.344
C -1.953 0.907 -1.740 -0.010 0.056 -0.105
C -2.376 0.872 -3.053 -0.060 -0.001 -0.105
C -1.998 2.141 -0.920 -0.150 -0.407 -0.085
C -2.329 3.391 -1.400 -0.087 0.148 -0.172
C -2.526 4.437 -0.511 -0.068 0.059 0.016
C -2.977 5.792 -1.004 -0.148 -0.048 0.080
O -4.392 5.847 -1.090 0.115 -0.061 -0.051
C -2.408 4.171 0.849 -0.050 0.037 0.012
C -2.040 2.905 1.253 -0.219 -0.122 -0.189
N -1.808 1.913 0.386 0.634 0.602 0.545
H -3.671 0.779 -6.460 0.003 0.003 -0.002
H -1.958 -0.644 -5.763 0.046 -0.013 -0.025
H -3.542 -1.257 -5.281 -0.063 -0.016 0.008
H -2.125 -2.467 -3.485 -0.009 0.029 0.058
H -1.403 -2.251 -1.132 0.030 0.020 -0.007
H -2.700 1.762 -3.570 0.038 -0.007 0.032
H -2.445 3.563 -2.463 -0.027 -0.036 0.052
H -2.613 5.962 -2.014 0.055 0.032 -0.027
H -2.580 6.576 -0.355 0.010 0.047 0.013
H -4.776 5.818 -0.208 0.011 0.036 0.014
H -2.591 4.942 1.588 0.001 -0.034 -0.025
H -1.969 2.647 2.300 0.132 0.059 -0.003
```
Forces are in eV/Å.

Properties
Multiplicity = 1
ΔE to the lowest compared entry with this formula, charge and spin = 75.7 kJ/mol
Frontier orbital gap = 6.73 eV
E_LUMO = -3.55 eV
Net charge = +1
HOMO level = -10.3 eV

=====

# 2
Molecular formula: C22H23I2N4O5RbS
Method: DFT, ωB97M-V/def2-TZVPD

The geometry in XYZ format:
```
58
Properties=species:S:1:pos:R:3:forces:R:3
Rb 0.287 0.754 1.059 -0.826 -0.041 -0.046
I -6.694 -2.666 3.468 0.280 0.229 -0.203
C -5.255 -1.479 2.440 -0.412 -0.348 0.287
C -4.542 -0.523 3.139 0.061 0.006 -0.178
C -3.622 0.238 2.442 0.243 0.434 0.402
I -2.512 1.708 3.514 -0.304 -0.336 -0.287
C -3.357 0.118 1.047 -0.021 -0.097 -0.159
O -2.523 0.826 0.410 0.004 0.005 0.083
C -4.128 -0.915 0.394 0.037 -0.002 -0.027
C -3.876 -1.118 -1.082 0.026 0.049 0.023
N -2.527 -1.545 -1.444 0.047 -0.006 0.008
C -2.127 -2.800 -0.834 -0.028 0.040 -0.006
C -0.640 -3.025 -0.952 0.039 -0.059 -0.028
C -0.104 -4.293 -1.128 0.044 -0.023 0.006
C 1.277 -4.447 -1.101 -0.047 0.008 -0.001
C 2.077 -3.336 -0.907 -0.010 -0.045 0.009
C 1.458 -2.101 -0.777 -0.013 -0.013 0.044
N 0.136 -1.951 -0.806 -0.072 0.215 0.055
C -5.045 -1.682 1.079 0.060 0.078 0.042
H -4.691 -0.372 4.198 -0.004 0.000 0.011
H -4.047 -0.167 -1.594 -0.022 -0.030 -0.041
H -4.589 -1.851 -1.477 -0.031 0.021 0.012
H -1.879 -0.827 -1.135 -0.016 0.003 0.018
H -2.671 -3.622 -1.313 0.038 -0.037 0.019
H -2.370 -2.839 0.241 -0.025 -0.011 -0.006
H -0.755 -5.149 -1.264 -0.033 0.023 0.005
H 1.712 -5.433 -1.214 0.025 0.007 0.006
H 3.151 -3.403 -0.811 0.004 0.014 0.001
H 2.048 -1.204 -0.623 0.025 -0.022 -0.014
H -5.601 -2.448 0.551 0.003 -0.001 -0.016
C 9.101 1.940 -0.778 -0.229 0.011 0.041
C 7.627 1.945 -0.444 0.102 0.014 -0.017
C 6.916 0.760 -0.289 0.080 0.061 -0.014
C 5.556 0.767 -0.002 -0.083 -0.027 -0.026
C 4.901 1.984 0.139 -0.106 -0.011 0.033
C 5.599 3.174 0.000 0.028 0.061 0.054
C 6.955 3.155 -0.293 -0.050 -0.098 0.007
S 3.136 2.031 0.491 0.301 0.052 -0.206
O 2.713 3.395 0.211 -0.005 -0.011 -0.019
O 2.606 1.049 -0.474 0.054 0.040 0.046
N 2.884 1.702 1.972 0.170 0.099 -0.001
C 3.438 0.473 2.536 0.046 -0.071 0.124
C 2.912 -0.886 2.000 0.427 -0.304 0.097
O 3.767 -1.627 1.455 -0.114 0.024 -0.094
O 1.701 -1.159 2.204 0.149 -0.011 0.016
H 9.477 0.921 -0.871 0.033 0.001 0.002
H 9.673 2.452 -0.001 0.070 -0.014 -0.027
H 9.278 2.460 -1.723 0.078 -0.011 0.005
H 7.437 -0.185 -0.403 -0.037 -0.027 0.014
H 5.003 -0.162 0.112 0.027 0.042 0.052
H 5.051 4.102 0.111 0.031 0.015 -0.017
H 7.502 4.085 -0.416 -0.032 0.028 0.007
H 3.196 0.489 3.604 -0.038 0.041 -0.026
H 4.533 0.453 2.466 0.010 0.014 -0.063
N -0.558 1.378 -2.248 0.004 0.034 -0.085
H 0.350 1.660 -1.891 -0.002 0.011 0.014
H -0.500 0.380 -2.419 0.011 -0.010 0.046
H -1.249 1.506 -1.515 0.005 -0.018 0.017
```
Forces are in eV/Å.

Properties
Multiplicity = 1
ΔE to the lowest compared entry with this formula, charge and spin = 12.4 kJ/mol
Frontier orbital gap = 5.72 eV
E_LUMO = 3.45 eV
Net charge = -2
HOMO level = -2.3 eV

=====

# 3
Molecular formula: C22H23N2
Method: DFT, ωB97M-V/def2-TZVPD

The geometry in XYZ format:
```
47
Properties=species:S:1:pos:R:3:forces:R:3
C -0.085 0.160 1.114 -0.372 -0.357 1.291
C -1.524 0.069 1.332 0.507 0.153 -0.427
C -2.414 1.099 0.983 0.184 0.090 -0.014
C -3.729 1.059 1.384 0.015 0.294 -0.236
C -4.199 -0.002 2.137 -0.054 -0.142 0.055
C -3.351 -1.040 2.473 -0.148 -0.114 0.158
C -2.037 -1.009 2.076 0.516 -0.192 -0.136
C 0.817 -0.967 1.215 0.440 -0.732 -0.110
C 2.087 -0.515 1.647 0.099 -1.389 -0.022
C 3.102 -1.405 1.961 -0.570 1.221 -0.010
C 2.867 -2.753 1.785 -0.496 -0.552 -0.137
C 1.651 -3.207 1.272 0.486 -0.340 0.128
C 0.624 -2.335 0.987 -0.237 0.771 -0.187
C 2.041 0.927 1.701 -0.028 1.343 0.092
C 0.740 1.338 1.310 0.457 0.954 -0.221
C 0.457 2.708 1.261 -0.170 -0.765 -0.129
C 1.438 3.608 1.620 0.453 0.332 0.107
C 2.694 3.183 2.051 -0.462 0.520 -0.133
C 3.009 1.841 2.090 -0.517 -1.178 -0.131
H -2.061 1.914 0.377 -0.031 0.163 -0.137
H -4.400 1.861 1.120 -0.036 0.104 -0.095
H -5.226 -0.018 2.466 -0.140 0.013 0.034
H -3.716 -1.858 3.074 0.012 -0.114 0.043
H -1.359 -1.782 2.394 0.010 -0.134 0.113
H 4.029 -1.038 2.371 0.209 -0.044 -0.030
H 3.632 -3.463 2.056 0.098 -0.149 -0.065
H 1.520 -4.261 1.093 -0.037 -0.147 -0.015
H -0.288 -2.679 0.529 -0.203 -0.182 0.019
H -0.497 3.051 0.908 -0.153 0.229 0.077
H 1.238 4.664 1.564 -0.073 0.145 0.016
H 3.430 3.907 2.364 0.050 0.154 -0.012
H 3.965 1.491 2.442 0.194 0.043 0.009
C -0.950 1.117 -2.965 0.172 -0.967 -0.515
N -0.097 0.094 -3.560 -0.416 -0.624 -0.954
C 1.288 0.186 -3.112 -0.643 -0.482 -0.166
N -0.617 -1.293 -3.440 0.681 1.300 1.462
C -0.958 -1.909 -4.703 -0.041 0.642 -0.454
H -0.569 2.113 -3.175 0.141 -0.032 -0.079
H -1.952 1.037 -3.377 -0.114 0.035 -0.038
H -1.002 0.983 -1.887 -0.124 0.067 0.722
H 1.699 1.173 -3.312 -0.149 0.096 -0.103
H 1.351 -0.016 -2.047 0.235 -0.083 0.573
H 1.881 -0.553 -3.644 0.056 -0.028 0.015
H -1.416 -1.278 -2.801 0.278 0.043 -0.312
H -1.331 -2.925 -4.577 0.052 0.045 0.335
H -1.709 -1.325 -5.229 -0.210 0.016 -0.347
H -0.071 -1.955 -5.328 0.077 -0.025 -0.031
```
Forces are in eV/Å.

Properties
Multiplicity = 1
ΔE to the lowest compared entry with this formula, charge and spin = 167.3 kJ/mol
Frontier orbital gap = 4.29 eV
E_LUMO = -6.07 eV
Net charge = +1
HOMO level = -10.4 eV

=====

- frontier orbital gap of number 3 (C22H23N2)?
  4.29 eV

=====

- Which value of multiplicity does entry 3 give?
  1

=====

- Which value of multiplicity does entry 1 give?
  1